103
Properties=species:S:1:pos:R:3:forces:R:3 method="wB97M-V/def2-TZVPD" spin_multiplicity=2 mol_weight_da=1125.3 e_above_lowest_kj_mol=157.91 charge=0 total_energy_ha=-7093.47925
Ru -0.014391 0.525627 -0.403111 0.556 -0.543 0.435
S -5.207723 2.026799 -3.045605 -0.021 -0.036 0.024
C -6.455470 2.592704 -4.060399 -0.013 0.006 -0.007
C -5.977179 3.009546 -5.264462 0.037 -0.012 0.002
C -4.570205 2.862335 -5.362754 -0.041 0.046 -0.008
C -4.002610 2.343936 -4.231349 0.087 -0.018 -0.017
C -2.586268 2.028546 -3.996413 -0.083 0.009 0.023
C -2.163667 1.487342 -2.764775 0.045 0.000 -0.007
N -0.924865 1.120952 -2.521729 -0.289 0.182 0.006
C -0.003018 1.287958 -3.487588 0.045 -0.009 0.082
C -0.297904 1.863099 -4.724387 -0.010 0.047 -0.075
C 0.765871 2.063193 -5.672613 -0.040 -0.024 0.027
C 2.034104 1.717460 -5.372904 0.006 -0.017 0.036
C 2.357871 1.115572 -4.106436 0.068 -0.028 -0.044
C 3.661005 0.766636 -3.727613 -0.022 0.003 -0.052
C 3.888343 0.186880 -2.498841 0.027 -0.074 0.011
C 2.771869 -0.050933 -1.675476 -0.060 -0.193 -0.047
N 1.541675 0.289918 -1.994775 -0.029 0.427 0.158
C 1.333753 0.880815 -3.188399 -0.067 -0.041 0.023
C 5.231231 -0.167150 -2.022777 -0.060 0.022 -0.068
C 6.429826 0.036589 -2.648378 0.037 -0.002 0.016
C 7.537953 -0.408451 -1.883616 -0.028 -0.001 -0.004
C 7.160171 -0.940174 -0.688903 0.034 -0.008 -0.010
S 5.469315 -0.897931 -0.482766 -0.019 -0.018 0.056
C -1.627215 2.229156 -4.965117 0.036 -0.036 -0.039
H -7.475974 2.589114 -3.714086 -0.004 0.003 -0.006
H -6.600831 3.403647 -6.052785 -0.002 0.004 0.000
H -4.007445 3.133542 -6.243914 0.000 0.005 0.000
H -2.862044 1.336364 -1.949700 -0.018 -0.019 0.009
H 0.526713 2.510731 -6.629080 0.001 0.008 0.002
H 2.834285 1.886497 -6.082394 0.004 0.005 0.003
H 4.478633 0.961036 -4.410523 0.003 0.018 0.009
H 2.884745 -0.539238 -0.718075 0.003 0.061 0.037
H 6.526958 0.503563 -3.617708 -0.001 -0.009 -0.005
H 8.565732 -0.328419 -2.204375 0.002 0.002 0.003
H 7.787905 -1.341841 0.089316 0.007 0.003 -0.001
H -1.887227 2.662162 -5.922812 -0.002 0.000 0.002
S 0.474905 2.844941 -0.604835 -0.271 -0.141 0.167
C 1.855347 2.591541 0.379390 0.150 0.030 0.129
S 1.753832 1.033292 1.111992 0.089 -0.160 -0.221
C 2.916332 3.450894 0.526843 0.038 0.041 -0.008
C 2.944426 4.697622 -0.163194 0.002 -0.005 0.093
N 2.959351 5.706173 -0.719651 -0.016 -0.016 -0.039
C 4.030720 3.080426 1.335259 -0.025 -0.001 -0.050
N 4.926269 2.749382 1.980454 -0.014 -0.007 0.016
S -1.915864 -1.052365 -0.921064 0.082 -0.169 0.017
C -2.756200 -1.559704 0.536530 -0.058 0.020 -0.057
C -3.617154 -2.663780 0.501941 0.014 0.003 0.007
C -4.265442 -3.082835 1.650384 0.005 0.000 0.009
C -4.079124 -2.419993 2.861901 -0.004 -0.001 -0.005
C -3.234412 -1.323260 2.909191 -0.056 0.029 -0.031
C -2.595139 -0.894408 1.750829 0.236 -0.182 0.099
As -1.380777 0.586591 1.671986 -0.567 1.287 -0.907
C -0.917677 0.904888 3.523343 0.272 -0.176 -0.024
C 0.235251 0.331136 4.050705 -0.026 0.018 0.008
C 0.550598 0.500042 5.390644 -0.029 0.020 -0.008
C -0.287697 1.240031 6.210858 -0.003 -0.004 0.008
C -1.444525 1.803420 5.691542 -0.033 0.010 0.010
C -1.763990 1.637011 4.351139 0.029 -0.030 -0.007
C -2.555636 2.109733 1.322106 -0.050 -0.162 0.129
C -3.793694 1.932035 0.716858 -0.050 -0.037 0.084
C -4.554650 3.036974 0.354189 -0.007 0.013 0.011
C -4.076611 4.319256 0.580887 0.000 -0.025 -0.012
C -2.838355 4.497954 1.182674 0.009 0.002 0.001
C -2.080232 3.397672 1.552366 0.038 -0.005 0.016
H -3.753241 -3.195748 -0.431322 -0.014 0.006 -0.001
H -4.920033 -3.944687 1.605045 -0.006 0.002 -0.001
H -4.589285 -2.754736 3.755347 0.008 -0.015 0.003
H -3.070959 -0.799038 3.843698 0.010 -0.002 -0.003
H 0.900224 -0.237381 3.415004 -0.029 0.021 0.042
H 1.455567 0.058943 5.788145 -0.006 0.012 -0.009
H -0.040734 1.378949 7.255574 0.004 0.009 0.000
H -2.102037 2.379713 6.329720 -0.002 -0.002 0.001
H -2.668343 2.079189 3.955861 -0.021 0.034 -0.028
H -4.173611 0.931169 0.540710 0.007 0.003 -0.019
H -5.523796 2.894591 -0.105387 0.001 -0.004 0.001
H -4.665794 5.178053 0.285887 -0.007 0.002 0.013
H -2.455540 5.495542 1.355679 0.001 -0.003 0.005
H -1.109848 3.546990 2.011500 -0.004 -0.004 -0.002
O 1.017227 -1.685738 0.042003 -0.029 -0.150 0.002
S 0.254810 -2.811513 0.691465 0.018 0.050 0.022
C 0.850322 -2.832746 2.378335 0.015 -0.012 0.004
C -0.010482 -3.252772 3.379859 -0.018 0.034 -0.018
C 0.431355 -3.235728 4.696111 0.020 -0.006 0.012
C 1.711604 -2.789354 4.991046 -0.015 -0.039 -0.020
C 2.556108 -2.349683 3.977423 0.014 -0.007 -0.020
C 2.126491 -2.366551 2.659857 0.025 -0.071 0.024
C 1.048228 -4.306227 0.114253 0.067 0.028 -0.010
C 0.469209 -5.531487 0.409315 -0.001 0.003 0.000
C 1.077993 -6.688857 -0.048266 0.011 -0.003 -0.001
C 2.243910 -6.609974 -0.800443 -0.007 -0.003 0.001
C 2.802169 -5.375569 -1.098927 0.006 0.013 -0.001
C 2.202170 -4.209431 -0.643024 0.008 -0.033 0.000
H -1.021213 -3.562176 3.137114 -0.005 0.005 -0.010
H -0.230343 -3.553816 5.490870 -0.005 0.004 0.002
H 2.049904 -2.770107 6.019068 0.001 0.003 0.002
H 3.545834 -1.981118 4.213982 0.004 -0.002 0.003
H 2.756050 -2.002018 1.857264 0.006 0.000 0.002
H -0.446486 -5.580926 0.987080 -0.006 0.009 0.001
H 0.639050 -7.652330 0.174555 0.001 -0.001 0.000
H 2.713404 -7.515763 -1.160972 0.002 0.000 0.000
H 3.706247 -5.316891 -1.690727 0.002 -0.001 -0.002
H 2.610093 -3.233027 -0.870648 -0.001 0.003 -0.003